#w
ORCA calculation (ωB97M-V/def2-TZVPD) on a cluster of 2 separate species, C5H14 in total.

Values from the calculation:
Gap between HOMO and LUMO, eV: 12.398
Total charge: 0
SMILES: CCC.CC
LUMO energy, eV: 1.09

Each line ends with the Löwdin charge.
Element x y z (Å)
C (1.693, -1.738, -1.510)  -0.13
C (0.901, -1.040, -0.381)  -0.33
C (0.525, -2.054, 0.693)  -0.12
H (1.097, -2.518, -1.979)  0.07
H (2.627, -2.116, -1.092)  0.07
H (1.971, -1.019, -2.270)  0.06
H (1.443, -0.170, -0.011)  0.09
H (0.028, -0.622, -0.893)  0.08
H (0.377, -1.613, 1.677)  0.06
H (-0.411, -2.571, 0.460)  0.07
H (1.272, -2.834, 0.741)  0.06
C (-1.176, 1.676, 0.353)  -0.18
C (-1.776, 3.033, 0.794)  -0.16
H (-0.221, 1.495, 0.841)  0.05
H (-1.870, 0.902, 0.686)  0.06
H (-1.025, 1.622, -0.722)  0.06
H (-2.151, 2.960, 1.814)  0.06
H (-1.003, 3.800, 0.737)  0.06
H (-2.592, 3.288, 0.120)  0.06

---

#x
ORCA calculation (ωB97M-V/def2-TZVPD) on a cluster of 2 separate species, C5H14 in total.

Values from the calculation:
Gap between HOMO and LUMO, eV: 12.329
Total charge: 0
SMILES: CCC.CC
LUMO energy, eV: 1.15

Each line ends with the Löwdin charge.
Element x y z (Å)
C (-0.158, 1.193, 1.424)  -0.14
C (1.254, 0.638, 1.323)  -0.35
C (1.292, -0.852, 1.675)  -0.13
H (-0.513, 1.089, 2.446)  0.07
H (-0.055, 2.223, 1.062)  0.08
H (-0.881, 0.508, 0.890)  0.07
H (1.736, 0.928, 0.368)  0.10
H (1.857, 1.117, 2.090)  0.09
H (0.574, -1.385, 1.008)  0.07
H (2.281, -1.280, 1.521)  0.06
H (1.143, -1.041, 2.745)  0.07
C (-1.360, -1.030, -2.366)  -0.17
C (-0.773, 0.273, -1.859)  -0.18
H (-1.275, -1.680, -1.466)  0.06
H (-2.419, -1.089, -2.625)  0.06
H (-0.710, -1.496, -3.112)  0.06
H (-0.623, 0.993, -2.638)  0.05
H (0.137, 0.102, -1.272)  0.05
H (-1.508, 0.789, -1.212)  0.06

---

#y
ORCA calculation (ωB97M-V/def2-TZVPD) on a cluster of 2 separate species, C5H14 in total.

Values from the calculation:
Gap between HOMO and LUMO, eV: 11.374
Total charge: 0
SMILES: CCC.CC
LUMO energy, eV: 1.11

Each line ends with the Löwdin charge.
Element x y z (Å)
C (-2.027, 1.260, 0.234)  -0.18
C (-1.174, 1.280, -0.898)  -0.40
C (-0.708, -0.019, -1.607)  -0.12
H (-1.438, 0.782, 1.229)  0.12
H (-2.761, 0.235, 0.383)  0.14
H (-2.588, 2.063, 0.512)  0.02
H (-1.729, 1.842, -1.662)  0.10
H (-0.169, 1.848, -0.772)  0.14
H (0.007, -0.050, -2.432)  0.06
H (-0.084, -0.464, -0.804)  0.03
H (-1.607, -0.706, -1.851)  0.10
C (1.301, -1.081, 1.482)  -0.21
C (2.491, -1.212, 0.632)  -0.19
H (1.399, -0.874, 2.513)  0.05
H (0.544, -0.362, 1.027)  0.06
H (0.753, -1.993, 1.569)  0.06
H (2.164, -1.765, -0.287)  0.08
H (3.441, -1.752, 0.893)  0.08
H (2.766, -0.167, 0.624)  0.06

---

#z
ORCA calculation (ωB97M-V/def2-TZVPD) on a cluster of 2 separate species, C5H14 in total.

Values from the calculation:
Gap between HOMO and LUMO, eV: 12.520
Total charge: 0
SMILES: CCC.CC
LUMO energy, eV: 1.15

Each line ends with the Löwdin charge.
Element x y z (Å)
C (0.682, 1.304, -0.045)  -0.15
C (1.663, 0.104, 0.084)  -0.29
C (2.829, 0.430, -0.846)  -0.14
H (1.225, 2.257, -0.149)  0.07
H (-0.028, 1.302, 0.777)  0.06
H (0.240, 1.388, -1.043)  0.07
H (2.004, 0.005, 1.110)  0.10
H (1.075, -0.739, -0.270)  0.08
H (3.596, -0.343, -0.900)  0.06
H (2.465, 0.653, -1.856)  0.07
H (3.330, 1.368, -0.593)  0.07
C (-1.870, -1.290, 0.177)  -0.16
C (-3.133, -0.591, 0.674)  -0.17
H (-2.034, -1.963, -0.662)  0.07
H (-1.212, -0.521, -0.226)  0.02
H (-1.342, -1.783, 0.989)  0.07
H (-3.024, -0.172, 1.681)  0.06
H (-3.947, -1.306, 0.824)  0.06
H (-3.498, 0.237, 0.080)  0.06

---

The data favor #w; the next most stable structure lies 0.0092 hartree above it.

---

#w
ORCA calculation (ωB97M-V/def2-TZVPD) on a cluster of 2 separate species, C5H14 in total.

Values from the calculation:
Gap between HOMO and LUMO, eV: 12.372
Total charge: 0
SMILES: CCC.CC
LUMO energy, eV: 1.11

Each line ends with the Löwdin charge.
Element x y z (Å)
C (2.208, -0.465, 0.983)  -0.14
C (0.844, -1.149, 1.191)  -0.33
C (0.061, -0.499, 2.291)  -0.14
H (2.756, -0.188, 1.893)  0.07
H (1.953, 0.545, 0.622)  0.06
H (2.887, -0.899, 0.259)  0.06
H (0.394, -1.100, 0.187)  0.09
H (1.127, -2.163, 1.510)  0.10
H (0.125, 0.667, 2.361)  0.11
H (-0.989, -0.737, 2.300)  0.05
H (0.421, -0.921, 3.212)  0.06
C (-0.983, 1.304, -2.448)  -0.16
C (-2.021, 0.338, -1.766)  -0.13
H (-0.571, 0.869, -3.376)  0.07
H (-1.189, 2.352, -2.581)  0.04
H (-0.139, 1.455, -1.759)  0.05
H (-2.674, -0.141, -2.462)  0.05
H (-2.843, 0.897, -1.317)  0.06
H (-1.368, -0.165, -1.100)  0.03

---

#x
ORCA calculation (ωB97M-V/def2-TZVPD) on a cluster of 2 separate species, C5H14 in total.

Values from the calculation:
Gap between HOMO and LUMO, eV: 12.561
Total charge: 0
SMILES: CCC.CC
LUMO energy, eV: 1.11

Each line ends with the Löwdin charge.
Element x y z (Å)
C (1.374, 0.772, 1.818)  -0.10
C (-0.140, 1.133, 1.649)  -0.29
C (-0.986, 0.121, 2.423)  -0.14
H (1.860, 0.691, 0.847)  0.05
H (1.354, -0.233, 2.233)  0.06
H (1.926, 1.474, 2.431)  0.06
H (-0.359, 2.155, 1.958)  0.09
H (-0.435, 1.039, 0.605)  0.07
H (-0.946, -0.841, 1.902)  0.07
H (-0.623, -0.086, 3.435)  0.07
H (-2.052, 0.326, 2.546)  0.06
C (-0.255, -0.654, -2.030)  -0.18
C (0.034, -1.008, -3.499)  -0.15
H (-0.810, 0.287, -1.957)  0.06
H (-0.832, -1.351, -1.423)  0.06
H (0.649, -0.471, -1.440)  0.05
H (-0.550, -0.364, -4.139)  0.05
H (1.091, -0.952, -3.732)  0.06
H (-0.299, -2.039, -3.627)  0.06

---

#y
ORCA calculation (ωB97M-V/def2-TZVPD) on a cluster of 2 separate species, C5H14 in total.

Values from the calculation:
Gap between HOMO and LUMO, eV: 12.460
Total charge: 0
SMILES: CCC.CC
LUMO energy, eV: 1.15

Each line ends with the Löwdin charge.
Element x y z (Å)
C (-0.042, 2.057, 1.101)  -0.13
C (-0.944, 1.027, 1.791)  -0.32
C (-0.257, -0.324, 1.976)  -0.12
H (0.618, 1.648, 0.343)  0.06
H (-0.647, 2.861, 0.671)  0.07
H (0.577, 2.584, 1.827)  0.07
H (-1.327, 1.416, 2.736)  0.10
H (-1.799, 0.867, 1.125)  0.09
H (-0.938, -1.065, 2.401)  0.07
H (0.084, -0.686, 1.005)  0.04
H (0.656, -0.204, 2.564)  0.07
C (0.960, -1.751, -1.823)  -0.16
C (-0.001, -0.832, -2.561)  -0.16
H (0.796, -2.817, -1.951)  0.06
H (2.013, -1.540, -2.030)  0.06
H (0.930, -1.549, -0.754)  0.03
H (0.463, -0.447, -3.468)  0.06
H (-0.891, -1.319, -2.950)  0.06
H (-0.252, 0.072, -2.003)  0.05

---

The data favor #y; the next most stable structure lies 0.0061 hartree above it.

---

#w
ORCA calculation (ωB97M-V/def2-TZVPD) on a cluster of 2 separate species, CH3N4Si in total.

Values from the calculation:
Gap between HOMO and LUMO, eV: 8.369
Total charge: -1
LUMO energy, eV: 3.41

Each line ends with the Löwdin charge.
Element x y z (Å)
C (0.225, -0.623, -0.385)  -0.49
N (-0.620, -1.646, -0.584)  -0.13
N (1.265, -0.608, -1.144)  -0.10
N (0.011, -2.385, -1.449)  -0.18
N (1.110, -1.771, -1.789)  -0.18
Si (-0.469, 1.345, 1.211)  0.62
H (0.735, 2.205, 0.707)  -0.13
H (-0.584, 1.601, 2.617)  -0.19
H (-1.673, 1.884, 0.816)  -0.21

---

#x
ORCA calculation (ωB97M-V/def2-TZVPD) on the ion CH3N4Si with charge -1.

Values from the calculation:
Gap between HOMO and LUMO, eV: 7.799
Total charge: -1
LUMO energy, eV: 3.86

Each line ends with the Löwdin charge.
Element x y z (Å)
C (2.016, -0.199, -0.059)  -0.53
N (4.148, -0.659, -0.173)  -0.19
N (2.869, -1.113, -0.356)  -0.11
N (3.131, 1.152, 0.421)  -0.04
N (4.175, 0.547, 0.160)  -0.31
Si (0.242, -0.042, 0.028)  0.50
H (0.167, 1.356, 0.150)  -0.12
H (-0.729, -0.610, 1.098)  -0.10
H (-0.106, -0.594, -1.324)  -0.09

---

#y
ORCA calculation (ωB97M-V/def2-TZVPD) on a cluster of 2 separate species, CH3N4Si in total.

Values from the calculation:
Gap between HOMO and LUMO (alpha / beta), eV: 7.186 / 8.380
Total charge: -1
LUMO energy (alpha / beta), eV: 2.37 / 3.69

Each line ends with the Löwdin charge.
Element x y z (Å)
C (-1.111, -0.268, 0.184)  -0.36
N (-2.269, 0.123, -0.310)  -0.09
N (-0.980, -1.505, 0.612)  -0.13
N (-2.912, -1.065, -0.191)  -0.19
N (-2.157, -1.987, 0.349)  -0.19
Si (2.040, 1.051, -0.283)  0.58
H (2.479, -0.156, 0.397)  -0.18
H (2.243, 2.242, 0.599)  -0.18
H (2.667, 1.566, -1.356)  -0.26

---

#z
ORCA calculation (ωB97M-V/def2-TZVPD) on the ion CH3N4Si with charge -1.

Values from the calculation:
Gap between HOMO and LUMO, eV: 8.607
Total charge: -1
LUMO energy, eV: 3.90

Each line ends with the Löwdin charge.
Element x y z (Å)
C (-2.028, 0.042, 0.081)  -0.63
N (-4.077, -0.638, -0.039)  -0.21
N (-2.888, -1.145, 0.032)  -0.10
N (-2.811, 1.108, 0.032)  -0.11
N (-4.059, 0.670, -0.041)  -0.18
Si (-0.189, 0.007, 0.034)  0.56
H (0.393, 1.358, -0.081)  -0.11
H (0.303, -0.751, -1.132)  -0.11
H (0.477, -0.610, 1.206)  -0.12

---

The data favor #z; the next most stable structure lies 0.0761 hartree above it.

---

#w
ORCA calculation (ωB97M-V/def2-TZVPD) on a cluster of 2 separate species, HNO4S in total.

Values from the calculation:
Gap between HOMO and LUMO (alpha / beta), eV: 8.529 / 8.191
Total charge: 0
LUMO energy (alpha / beta), eV: -0.56 / -1.15

Each line ends with the Löwdin charge.
Element x y z (Å)
N (-1.945, 0.984, -0.375)  0.06
O (-1.630, 1.620, 0.587)  -0.03
O (-0.074, -1.451, 1.079)  -0.50
O (1.359, 0.506, -0.397)  -0.08
O (1.020, -0.698, -1.045)  -0.44
S (-0.356, -1.337, -0.335)  0.94
H (1.626, 0.378, 0.486)  0.06

---

#x
ORCA calculation (ωB97M-V/def2-TZVPD) on the molecule HNO4S.

Values from the calculation:
Gap between HOMO and LUMO (alpha / beta), eV: 8.440 / 8.272
Total charge: 0
LUMO energy (alpha / beta), eV: -0.89 / -1.18

Each line ends with the Löwdin charge.
Element x y z (Å)
N (-0.418, 0.750, 1.682)  -0.51
O (0.427, 1.317, 0.973)  -0.07
O (-1.945, 0.482, 3.551)  -0.52
O (0.067, -0.886, 0.219)  -0.01
O (-0.950, -0.348, 0.891)  -0.07
S (-0.867, 1.317, 3.121)  1.04
H (0.424, -0.340, -0.535)  0.14

---

The data favor #w; the next most stable structure lies 0.0462 hartree above it.

---

#w
ORCA calculation (ωB97M-V/def2-TZVPD) on a cluster of 2 separate species, CHN2OS in total.

Values from the calculation:
Gap between HOMO and LUMO (alpha / beta), eV: 5.321 / 5.321
Total charge: -1
LUMO energy (alpha / beta), eV: 3.73 / 3.73

Each line ends with the Löwdin charge.
Element x y z (Å)
C (-1.355, -0.033, 0.011)  -0.97
N (1.413, 0.095, -0.319)  -0.20
N (0.902, -0.422, 0.671)  -0.16
O (-1.783, -1.130, -0.205)  -0.07
S (-1.579, 1.558, 0.142)  0.46
H (2.402, -0.068, -0.299)  -0.06

---

#x
ORCA calculation (ωB97M-V/def2-TZVPD) on a cluster of 2 separate species, CHN2OS in total.

Values from the calculation:
Gap between HOMO and LUMO, eV: 5.748
Total charge: -1
LUMO energy, eV: 2.45

Each line ends with the Löwdin charge.
Element x y z (Å)
C (-2.077, -1.544, -0.403)  -1.18
N (-2.856, -2.387, -0.206)  -0.07
N (1.754, 1.085, 0.510)  0.01
O (2.592, 1.415, -0.358)  -0.12
S (-0.829, -0.548, -0.498)  0.30
H (1.417, 1.979, 0.954)  0.05

---

The data favor #w; the next most stable structure lies 0.0044 hartree above it.

---

#w
ORCA calculation (ωB97M-V/def2-TZVPD) on a cluster of 2 separate species, C3H11N3 in total.

Values from the calculation:
Gap between HOMO and LUMO (alpha / beta), eV: 2.929 / 9.299
Total charge: -1
LUMO energy (alpha / beta), eV: 4.20 / 4.22
Multiplicity: 2

Each line ends with the Löwdin charge.
Element x y z (Å)
C (1.342, 0.926, 0.717)  -0.42
N (1.975, -0.304, 0.298)  -0.20
C (1.547, -1.494, 1.004)  -0.38
H (1.852, 1.482, 1.514)  0.01
H (1.247, 1.626, -0.131)  0.03
H (0.310, 0.773, 1.036)  0.03
H (2.980, -0.233, 0.357)  0.06
H (0.461, -1.534, 1.102)  0.03
H (1.842, -1.524, 2.073)  0.03
H (1.991, -2.382, 0.566)  0.04
N (-1.435, 1.115, -1.388)  0.06
C (-2.270, 0.037, -1.335)  -0.49
N (-3.553, 0.101, -1.275)  0.00
H (-0.653, 1.141, -0.751)  0.03
H (-1.959, 1.959, -1.563)  0.07
H (-1.821, -0.950, -1.440)  0.09
H (-3.855, -0.738, -0.785)  0.00

---

#x
ORCA calculation (ωB97M-V/def2-TZVPD) on a cluster of 2 separate species, C3H11N3 in total.

Values from the calculation:
Gap between HOMO and LUMO (alpha / beta), eV: 3.668 / 6.608
Total charge: -1
LUMO energy (alpha / beta), eV: 3.93 / 3.91
Multiplicity: 2

Each line ends with the Löwdin charge.
Element x y z (Å)
C (3.145, -1.112, 1.407)  -0.26
C (1.258, -1.485, -0.051)  -0.37
N (1.720, -1.666, 1.197)  -0.27
H (3.326, -1.464, 2.440)  0.03
H (3.846, -1.722, 0.813)  0.02
H (3.046, -0.023, 1.217)  0.04
H (0.712, -2.257, -0.559)  -0.04
H (1.711, -0.641, -0.610)  -0.02
N (-1.133, 0.405, -0.497)  -0.03
C (-1.698, 1.658, -1.136)  -0.36
N (-3.067, 1.906, -0.681)  -0.04
H (-1.728, -0.384, -0.717)  0.03
H (-0.173, 0.096, -0.265)  -0.01
H (-1.702, 1.579, -2.212)  0.07
H (-1.060, 2.452, -0.683)  0.11
H (-3.585, 1.035, -0.638)  0.05
H (-3.114, 2.543, 0.107)  0.05

---

The data favor #w; the next most stable structure lies 0.0294 hartree above it.